C23H72N18O11 | ωB97M-V/def2-TZVPD

The geometry in XYZ format:
```
124
Properties=species:S:1:pos:R:3:lowdin_charge:R:1
C 0.16942 3.71180 1.41196 -0.106
O 0.58077 4.16487 2.68975 -0.196
C -0.30318 3.67053 3.66641 -0.210
C 0.27116 4.03678 5.04809 -0.425
C -0.75571 3.77196 6.12794 -0.079
N 0.65567 5.45111 5.04379 0.024
H -0.19381 2.68968 1.32230 0.069
H 0.94778 3.96324 0.68997 0.086
H -0.65398 4.36523 1.09471 0.068
H -1.26915 4.15655 3.45131 0.125
H -0.51099 2.59889 3.58113 0.116
H 1.19071 3.48587 5.27117 0.134
H -1.76797 4.06219 5.82105 0.072
H -0.63169 4.27830 7.08552 0.071
H -0.94604 2.71611 6.34253 0.075
H 1.39840 5.66323 5.70397 0.069
H 1.20754 5.52333 4.18739 0.059
C -1.33452 -3.58209 3.29634 -0.094
O -2.57363 -4.13629 3.73054 -0.254
C -2.45481 -4.92586 4.92455 -0.178
C -3.72836 -5.72476 5.27489 -0.422
C -4.90583 -4.80384 5.34945 -0.073
N -3.40981 -6.23629 6.62692 0.026
H -0.64911 -3.22311 4.07317 0.096
H -1.53552 -2.63237 2.79846 0.083
H -0.68238 -4.20492 2.68227 0.081
H -1.63676 -5.62871 4.75121 0.136
H -2.27731 -4.18298 5.70641 0.130
H -3.81756 -6.53276 4.54845 0.128
H -4.65406 -3.92066 5.94477 0.091
H -5.82910 -5.14298 5.82842 0.082
H -5.27527 -4.45841 4.37979 0.077
H -2.87149 -5.55600 7.16655 0.068
H -4.23397 -6.08274 7.21028 0.067
C -0.02830 5.88036 -7.32632 -0.099
O 1.16361 5.69716 -6.58639 -0.201
C 1.10672 5.61592 -5.19526 -0.209
C 0.29153 4.37865 -4.74980 -0.436
C 0.32719 4.06475 -3.26099 -0.049
N 0.84946 3.22785 -5.45022 0.052
H -0.66221 6.71009 -7.01361 0.093
H -0.50934 4.89518 -7.31239 0.080
H 0.28487 5.96549 -8.36664 0.091
H 2.11578 5.63893 -4.78374 0.129
H 0.53778 6.47158 -4.80286 0.125
H -0.70565 4.72204 -5.05858 0.119
H 1.33975 4.24612 -2.89510 0.074
H 0.00784 3.05636 -3.00055 0.065
H -0.32387 4.74064 -2.69956 0.077
H 0.33962 2.38400 -5.23283 0.073
H 1.03192 3.36208 -6.43288 0.081
C 0.54069 -2.25368 -4.36935 -0.091
O 1.66528 -1.62489 -5.01059 -0.160
C 1.87208 -0.36762 -4.40016 -0.249
C 3.08570 0.34202 -5.00416 -0.442
C 4.34117 -0.49943 -4.84633 -0.071
N 3.34588 1.62950 -4.37578 0.047
H 0.23006 -3.22181 -4.75117 0.085
H -0.32840 -1.59792 -4.49342 0.085
H 0.65783 -2.28878 -3.28308 0.068
H 1.09706 0.38773 -4.20844 0.113
H 2.15997 -0.53372 -3.34819 0.098
H 2.81938 0.39314 -6.06608 0.140
H 5.17563 0.12156 -5.17331 0.071
H 4.33818 -1.49025 -5.29861 0.072
H 4.51762 -0.67521 -3.77828 0.066
H 2.61451 2.28205 -4.66733 0.029
H 3.13654 1.52610 -3.38283 0.017
N 3.50493 1.45623 0.39629 0.193
C 3.22980 1.95903 -0.83156 -0.635
N 4.07328 2.90762 -1.24633 0.178
O 2.40639 1.43212 -1.60687 -0.044
H 3.97871 2.05658 1.04657 0.103
H 3.10348 0.59449 0.73214 0.071
H 4.83109 3.17399 -0.64742 0.104
H 4.04285 3.18531 -2.21355 0.102
N 5.28911 -3.20780 -0.12290 0.153
C 4.19621 -2.41740 -0.03796 -0.660
N 3.47124 -2.30421 -1.18230 0.191
O 3.89046 -1.88494 1.03784 -0.014
H 5.64610 -3.39999 0.79820 0.106
H 5.63496 -3.64515 -0.95382 0.099
H 2.58856 -1.81723 -1.13822 0.067
H 3.79823 -2.74253 -2.02233 0.099
N -0.54326 -4.13891 -0.28593 0.173
C -1.07349 -4.84448 -1.32838 -0.687
N -1.21128 -6.18332 -1.18873 0.161
O -1.41829 -4.30565 -2.37815 0.010
H -0.19604 -3.21592 -0.49483 0.064
H -0.29703 -4.70187 0.50683 0.077
H -1.82543 -6.59148 -1.87042 0.111
H -0.90726 -6.65764 -0.35912 0.092
N -4.10140 -5.65652 1.84558 0.162
C -4.20796 -4.80555 0.79378 -0.699
N -3.73780 -3.59501 1.11529 0.174
O -4.62371 -5.13644 -0.31422 0.018
H -3.68372 -5.37674 2.72990 0.051
H -4.52048 -6.56621 1.76797 0.105
H -3.26983 -3.46158 1.98984 0.048
H -3.47222 -3.03400 0.32205 0.094
N -0.31169 0.67059 -0.98299 0.190
C -0.34652 -0.50068 -0.30382 -0.670
N -1.57754 -0.83840 0.11310 0.193
O 0.68003 -1.18627 -0.20434 -0.029
H 0.62047 0.91870 -1.31102 0.057
H -0.98472 1.41206 -0.91156 0.050
H -2.36932 -0.23288 0.00438 0.105
H -1.70933 -1.77897 0.44827 0.063
N 2.59833 -1.12458 4.13469 0.162
C 1.61456 -0.30368 3.72326 -0.658
N 1.46671 -0.40633 2.33757 0.145
O 0.88328 0.41687 4.38485 0.017
H 3.03716 -1.67467 3.41471 0.074
H 3.01972 -1.24315 5.03663 0.105
H 0.65101 0.00011 1.91901 0.072
H 1.89413 -1.15946 1.82450 0.043
N -4.11531 3.00073 -1.47914 0.164
C -3.31317 3.45602 -0.47998 -0.664
N -3.71920 4.56842 0.17735 0.170
O -2.34556 2.80208 -0.08000 -0.010
H -3.59038 2.31544 -1.99958 0.109
H -4.94046 3.48982 -1.76568 0.100
H -4.54585 5.08068 -0.05849 0.102
H -3.14783 4.72186 0.99239 0.104
```

Summary:
- energy relative to the best compared isomer or geometry (same formula, charge and spin) (kcal per mole) = 45.7
- LUMO (Eh) = 0.009
- Kohn-Sham gap (Ha) = 0.3225
- structure (SMILES) = COC[C@H](C)N.COC[C@H](C)N.COC[C@H](C)N.COC[C@H](C)N.NC(N)=O.NC(N)=O.NC(N)=O.NC(N)=O.NC(N)=O.NC(N)=O.NC(N)=O
- HOMO energy (Eh) = -0.3131
- spin multiplicity = 1